Here is a 13-piece molecular cluster, C42H113N3O13 overall from OMol25. Energies are from ωB97M-V/def2-TZVPD.

Each line ends with the Löwdin charge.
Element x y z (Å)
C (1.617, -2.583, -3.922)  -0.06
C (2.308, -3.428, -4.949)  -0.51
C (3.475, -2.679, -5.590)  -0.05
O (2.722, -4.665, -4.400)  -0.02
H (0.641, -2.921, -3.574)  0.08
H (1.476, -1.617, -4.475)  0.09
H (2.291, -2.423, -3.076)  0.07
H (1.619, -3.620, -5.737)  0.12
H (3.937, -3.336, -6.316)  0.07
H (4.231, -2.349, -4.871)  0.08
H (3.123, -1.824, -6.170)  0.08
H (3.229, -5.061, -5.074)  0.05
C (-4.464, 2.915, 2.277)  -0.06
C (-4.793, 1.592, 2.950)  -0.50
C (-3.643, 0.612, 3.214)  -0.05
O (-5.531, 1.729, 4.143)  -0.05
H (-5.348, 3.546, 2.006)  0.10
H (-3.962, 2.732, 1.311)  0.06
H (-3.835, 3.588, 2.888)  0.07
H (-5.495, 1.144, 2.261)  0.12
H (-3.026, 0.270, 2.306)  0.07
H (-4.085, -0.293, 3.671)  0.08
H (-2.950, 1.021, 3.933)  0.06
H (-5.058, 2.374, 4.725)  0.11
C (5.648, 1.857, -2.119)  -0.05
C (4.790, 0.919, -3.005)  -0.46
C (3.355, 0.824, -2.523)  -0.07
O (4.642, 1.365, -4.382)  -0.06
H (5.763, 1.427, -1.118)  0.08
H (5.284, 2.843, -2.003)  0.06
H (6.639, 1.937, -2.548)  0.07
H (5.309, -0.084, -2.902)  0.14
H (2.860, 1.759, -2.777)  0.08
H (3.348, 0.601, -1.458)  0.06
H (2.840, -0.017, -3.091)  0.09
H (5.538, 1.558, -4.680)  0.08
C (4.180, -2.884, 1.784)  -0.05
C (5.146, -2.248, 0.776)  -0.44
C (4.663, -2.441, -0.734)  -0.04
O (5.328, -0.850, 0.961)  -0.09
H (3.140, -2.659, 1.501)  0.08
H (4.309, -2.527, 2.815)  0.07
H (4.317, -3.976, 1.869)  0.08
H (6.142, -2.627, 0.895)  0.12
H (5.373, -2.227, -1.534)  0.06
H (3.844, -1.695, -0.902)  0.07
H (4.336, -3.463, -0.848)  0.05
H (4.651, -0.443, 1.556)  0.05
C (1.204, -4.942, -0.440)  -0.06
C (0.365, -6.143, -0.717)  -0.50
C (1.015, -7.324, -0.063)  -0.06
O (-0.905, -5.955, -0.114)  -0.06
H (0.631, -4.064, -0.819)  0.09
H (2.242, -4.924, -0.692)  0.08
H (1.163, -4.827, 0.655)  0.08
H (0.240, -6.199, -1.814)  0.15
H (0.480, -8.259, -0.174)  0.08
H (1.115, -7.109, 0.991)  0.08
H (2.043, -7.460, -0.395)  0.09
H (-1.441, -6.754, -0.212)  0.11
C (2.625, 2.122, 0.939)  -0.02
C (3.844, 2.127, 1.901)  -0.43
C (3.778, 3.225, 2.998)  -0.04
O (3.905, 0.858, 2.487)  -0.08
H (1.753, 2.539, 1.497)  0.06
H (2.420, 1.116, 0.602)  0.06
H (2.704, 2.690, -0.025)  0.08
H (4.842, 2.287, 1.459)  0.14
H (4.583, 3.169, 3.717)  0.08
H (2.867, 3.148, 3.540)  0.03
H (3.824, 4.217, 2.540)  0.08
H (3.037, 0.570, 2.767)  0.05
C (-3.193, -4.097, 1.643)  -0.08
C (-1.989, -3.673, 2.365)  -0.50
C (-1.581, -4.643, 3.501)  -0.04
O (-0.861, -3.460, 1.506)  -0.09
H (-3.438, -3.344, 0.917)  0.07
H (-4.141, -4.118, 2.244)  0.11
H (-3.201, -5.030, 1.143)  0.06
H (-2.280, -2.661, 2.754)  0.14
H (-0.515, -4.543, 3.801)  0.08
H (-1.814, -5.675, 3.160)  0.09
H (-2.249, -4.381, 4.312)  0.07
H (-0.909, -4.309, 1.034)  0.04
C (-0.853, 2.796, 2.889)  -0.05
C (-1.096, 3.983, 3.864)  -0.48
C (0.197, 4.287, 4.654)  -0.06
O (-1.677, 5.094, 3.211)  -0.06
H (-0.101, 3.013, 2.129)  0.04
H (-1.815, 2.520, 2.421)  0.05
H (-0.414, 1.876, 3.349)  0.08
H (-1.846, 3.611, 4.590)  0.13
H (0.051, 5.093, 5.400)  0.08
H (1.067, 4.589, 4.053)  0.06
H (0.608, 3.393, 5.211)  0.08
H (-1.049, 5.244, 2.454)  0.06
C (0.765, 5.142, -1.235)  -0.06
C (-0.076, 5.929, -0.183)  -0.42
C (-1.486, 5.353, -0.276)  -0.07
O (0.434, 5.614, 1.135)  -0.08
H (0.625, 4.061, -1.151)  0.06
H (1.850, 5.372, -1.190)  0.08
H (0.534, 5.435, -2.302)  0.09
H (-0.071, 7.022, -0.362)  0.14
H (-2.265, 5.894, 0.239)  0.07
H (-1.482, 4.324, 0.122)  0.08
H (-1.743, 5.385, -1.383)  0.11
H (1.373, 5.595, 1.290)  0.08
C (-1.671, -0.593, -0.151)  -0.03
C (-0.403, -0.262, -0.914)  -0.46
C (-0.139, 1.190, -1.134)  -0.05
O (0.735, -0.940, -0.311)  -0.06
H (-2.481, -0.267, -0.807)  0.05
H (-1.834, 0.046, 0.733)  0.06
H (-1.674, -1.651, 0.099)  0.07
H (-0.436, -0.642, -1.915)  0.11
H (-0.888, 1.544, -1.878)  0.09
H (0.852, 1.385, -1.515)  0.05
H (-0.224, 1.754, -0.184)  0.08
H (0.453, -1.801, 0.008)  0.04
C (-5.206, -0.067, -0.596)  -0.05
C (-5.587, 1.344, -1.021)  -0.45
C (-4.394, 2.145, -1.559)  -0.19
O (-4.779, 3.426, -2.086)  -0.20
C (-5.170, 4.374, -1.128)  -0.12
N (-6.639, 1.326, -2.019)  0.04
H (-4.432, 0.027, 0.156)  0.05
H (-4.805, -0.627, -1.409)  0.06
H (-6.014, -0.654, -0.131)  0.09
H (-6.003, 1.884, -0.180)  0.11
H (-3.991, 1.554, -2.381)  0.09
H (-3.564, 2.245, -0.815)  0.12
H (-4.489, 4.509, -0.264)  0.07
H (-6.110, 4.091, -0.691)  0.07
H (-5.211, 5.346, -1.638)  0.10
H (-6.355, 0.736, -2.806)  0.07
H (-6.871, 2.293, -2.353)  0.09
C (-2.159, 0.329, -4.510)  -0.07
C (-3.156, 0.109, -5.641)  -0.44
C (-3.425, -1.360, -5.999)  -0.22
O (-2.317, -2.076, -6.486)  -0.20
C (-1.864, -1.633, -7.780)  -0.08
N (-4.407, 0.721, -5.180)  0.05
H (-1.924, 1.376, -4.426)  0.07
H (-1.180, -0.171, -4.785)  0.10
H (-2.501, -0.050, -3.534)  0.07
H (-2.706, 0.599, -6.555)  0.13
H (-4.292, -1.496, -6.653)  0.13
H (-3.581, -1.788, -5.014)  0.12
H (-2.677, -1.637, -8.521)  0.09
H (-1.022, -2.273, -7.931)  0.08
H (-1.609, -0.553, -7.712)  0.08
H (-5.017, 0.840, -5.942)  0.05
H (-4.268, 1.610, -4.697)  0.07
C (3.924, -1.415, 6.797)  -0.05
C (3.474, -0.457, 5.659)  -0.43
C (2.271, -1.117, 4.953)  -0.22
O (1.821, -0.404, 3.823)  -0.24
C (0.534, -0.908, 3.368)  -0.05
N (3.281, 0.889, 6.165)  0.05
H (3.121, -1.591, 7.476)  0.07
H (4.780, -0.991, 7.266)  0.07
H (4.263, -2.364, 6.402)  0.07
H (4.288, -0.374, 4.905)  0.14
H (1.415, -1.164, 5.656)  0.13
H (2.562, -2.154, 4.648)  0.13
H (0.486, -1.997, 3.459)  0.08
H (0.416, -0.574, 2.342)  0.08
H (-0.253, -0.439, 3.974)  0.08
H (2.766, 1.415, 5.428)  0.07
H (2.664, 0.914, 6.931)  0.05

Output
LUMO = 0.489 eV
HOMO level = -0.32871 hartree
Kohn-Sham gap = 9.4 eV
electronic energy = -76471.080 eV
max |F| = 2.99 eV Å⁻¹
2S+1 = 1
relative energy (zero: lowest compared OMol25 entry of this formula, charge and spin) = 1.855 eV